Molecular formula: C33H65F3INO15PS3
Method: DFT, ωB97M-V/def2-TZVPD

The value obtained for the HOMO-LUMO gap is 7.554 eV. The net charge is -1.

CARTESIAN COORDINATES (ANGSTROEM)
O  6.79424  1.09107  0.88190
S  7.30969  1.16251  -0.57462
O  8.10743  2.51653  -0.71898
N  6.07863  1.05955  -1.80730
S  4.51386  0.63728  -1.15849
O  3.50397  0.73298  -2.36636
O  3.98819  1.69365  -0.11772
S  4.40826  -1.24413  -0.21802
O  5.80175  -1.79934  0.16218
O  3.58957  -1.05719  1.11751
C  3.51439  -2.57279  -1.18927
F  2.79988  -3.43019  -0.17277
F  2.49346  -2.07166  -2.13878
F  4.46831  -3.50508  -1.87602
P  8.78675  -0.40616  -0.92284
O  8.12174  -1.44740  -2.17666
I  9.15892  -1.65915  1.18414
H  8.79248  -2.20488  -2.31203
C  -0.48363  -1.59971  -4.24134
C  0.42111  -0.41338  -4.45299
C  0.83332  -0.58330  -5.89897
O  -0.25648  -1.23188  -6.56890
C  -1.17912  -1.71040  -5.58048
H  -1.18024  -1.47807  -3.40801
H  0.11844  -2.49751  -4.05748
H  -0.15042  0.51467  -4.33403
H  1.27194  -0.38125  -3.76774
H  1.71276  -1.22982  -5.98826
H  1.05056  0.37079  -6.38783
H  -2.06952  -1.07341  -5.61871
H  -1.47370  -2.73653  -5.81709
C  -0.01122  3.07052  -7.63182
C  0.75938  3.65019  -6.47385
C  1.92062  4.32412  -7.17170
O  1.44644  4.74246  -8.45905
C  0.17090  4.13075  -8.69579
H  -1.06142  2.87048  -7.40477
H  0.45499  2.13229  -7.95540
H  0.14691  4.39980  -5.95903
H  1.07686  2.90528  -5.73980
H  2.74831  3.62500  -7.33145
H  2.29677  5.18971  -6.61879
H  -0.59389  4.91070  -8.61336
H  0.14164  3.71890  -9.70831
C  -0.84661  -2.37090  3.41563
C  0.05813  -1.18457  3.20397
C  0.47035  -1.35449  1.75799
O  -0.61945  -2.00307  1.08806
C  -1.54210  -2.48160  2.07648
H  -1.54322  -2.24926  4.24895
H  -0.24454  -3.26870  3.59948
H  -0.51340  -0.25652  3.32294
H  0.90896  -1.15244  3.88923
H  1.34978  -2.00101  1.66871
H  0.68758  -0.40040  1.26913
H  -2.43249  -1.84460  2.03825
H  -1.83668  -3.50772  1.83988
C  3.16411  0.07876  7.62657
C  1.91762  -0.42900  6.94896
C  2.29977  -1.85296  6.60845
O  3.22416  -2.28782  7.61519
C  3.63688  -1.14596  8.37877
H  2.99081  0.93878  8.27836
H  3.90687  0.36381  6.87199
H  1.08220  -0.42600  7.65899
H  1.62406  0.15505  6.07305
H  2.80969  -1.90711  5.64077
H  1.43678  -2.52470  6.58620
H  3.16256  -1.21388  9.36388
H  4.72206  -1.16401  8.51195
C  5.62580  4.63737  -3.04299
C  6.39640  5.21704  -1.88502
C  7.55764  5.89097  -2.58286
O  7.08347  6.30931  -3.87022
C  5.80793  5.69760  -4.10695
H  4.57560  4.43733  -2.81594
H  6.09201  3.69914  -3.36656
H  5.78393  5.96665  -1.37020
H  6.71388  4.47213  -1.15097
H  8.38533  5.19185  -2.74262
H  7.93380  6.75656  -2.02996
H  5.04313  6.47755  -4.02453
H  5.77866  5.28575  -5.11948
C  -4.33589  0.53243  -2.83574
C  -5.58238  0.02466  -3.51334
C  -5.20023  -1.39930  -3.85385
O  -4.27584  -1.83416  -2.84712
C  -3.86312  -0.69230  -2.08354
H  -4.50919  1.39244  -2.18395
H  -3.59313  0.81748  -3.59032
H  -6.41780  0.02766  -2.80331
H  -5.87594  0.60872  -4.38925
H  -4.69031  -1.45344  -4.82153
H  -6.06322  -2.07103  -3.87611
H  -4.33744  -0.76021  -1.09842
H  -2.77794  -0.71034  -1.95036
C  -4.72120  1.30025  4.41020
C  -5.96769  0.79248  3.73260
C  -5.58554  -0.63148  3.39209
O  -4.66115  -1.06634  4.39882
C  -4.24843  0.07552  5.16240
H  -4.89450  2.16026  5.06199
H  -3.97844  1.58530  3.65562
H  -6.80311  0.79548  4.44263
H  -6.26124  1.37654  2.85669
H  -5.07562  -0.68563  2.42441
H  -6.44852  -1.30322  3.36983
H  -4.72275  0.00761  6.14752
H  -3.16325  0.05747  5.29558
C  -7.00166  -5.36243  5.42394
C  -6.78779  -4.31781  6.48872
C  -7.13367  -3.04103  5.75397
O  -8.12068  -3.38120  4.77049
C  -8.19399  -4.81036  4.67372
H  -7.17520  -6.36574  5.82108
H  -6.12866  -5.40144  4.76161
H  -7.49367  -4.47787  7.31224
H  -5.77599  -4.31158  6.90191
H  -6.26258  -2.63703  5.22733
H  -7.52840  -2.26806  6.41967
H  -9.13503  -5.12846  5.13555
H  -8.20312  -5.10877  3.62179

These are the Mulliken partial charges, in e, on atoms 1 to 4: -0.531, 0.890, -0.592, -0.325

Molecular formula: C20H50N2O13P4
Method: DFT, ωB97M-V/def2-TZVPD

The value obtained for the HOMO-LUMO gap is 7.650 eV. The net charge is 0. As for the SMILES: CC[C@H](C)[PH]([PH2]=N)(P(=N)(O)O)P(=O)(O)O.CCOC(C)=O.CCOC(C)=O.CCOC(C)=O.CCOC(C)=O.

CARTESIAN COORDINATES (ANGSTROEM)
C  -1.98052  0.49621  -0.89355
C  -1.15786  -0.71267  -0.41160
C  0.24957  -0.84385  -1.00462
C  0.97758  -2.09695  -0.49248
P  1.33650  0.64798  -0.85924
P  3.59987  0.47086  -0.42989
N  3.77061  -0.59979  0.67246
P  1.00050  0.98188  1.44292
N  0.87861  -0.22201  2.39712
O  2.23336  1.97723  1.83371
O  -0.31369  1.95255  1.50264
P  1.88427  0.70331  -3.15465
O  2.90868  1.76714  -3.33705
O  0.58860  0.89923  -4.11985
O  2.38803  -0.74039  -3.68109
H  -1.40545  1.15448  -1.54964
H  -2.86597  0.15992  -1.42917
H  -2.33723  1.07962  -0.04541
H  -1.12154  -0.78408  0.67452
H  -1.67090  -1.61612  -0.75609
H  0.10930  -0.96002  -2.08425
H  0.79376  -2.23557  0.57164
H  0.58233  -2.95657  -1.03859
H  2.05415  -2.07565  -0.66034
H  0.74379  1.90381  -1.15477
H  4.09736  0.14844  -1.69909
H  4.02930  1.78967  -0.18947
H  4.19434  -0.27080  1.54009
H  0.03136  -0.22761  2.95435
H  2.22448  2.83025  1.38562
H  -0.27404  2.75475  0.97154
H  0.23152  1.78884  -4.03301
H  3.20694  -0.62175  -4.18083
C  -5.27869  0.24955  -6.04550
C  -6.32758  -0.26235  -5.08074
O  -5.75749  -0.71065  -3.84614
C  -5.52124  0.12936  -2.81010
C  -5.59172  1.61816  -3.03069
O  -5.19622  -0.35439  -1.75911
H  -4.77652  1.13517  -5.65666
H  -5.74183  0.50976  -6.99811
H  -4.52488  -0.51756  -6.22241
H  -7.10616  0.47850  -4.89667
H  -6.81571  -1.14720  -5.48693
H  -4.60810  1.95015  -3.36950
H  -5.81704  2.08872  -2.08048
H  -6.34111  1.93240  -3.74856
C  -9.09736  5.52470  1.19625
C  -7.97012  5.70461  0.20280
O  -7.71883  4.51234  -0.55402
C  -8.38259  4.21169  -1.68875
C  -9.61009  5.00316  -2.06753
O  -8.00227  3.27107  -2.33336
H  -10.04723  5.33276  0.69743
H  -9.20630  6.42439  1.80263
H  -8.88489  4.68359  1.85550
H  -8.14315  6.55089  -0.46278
H  -7.03160  5.89211  0.72149
H  -10.47300  4.54419  -1.58409
H  -9.73611  4.92509  -3.14355
H  -9.57231  6.05214  -1.78801
C  6.23393  -2.41217  6.39796
C  5.26760  -1.24903  6.47868
O  5.40371  -0.35212  5.36865
C  4.76010  -0.56284  4.20115
C  4.09165  -1.88208  3.93301
O  4.79946  0.30750  3.36900
H  6.03328  -3.04318  5.53197
H  6.15059  -3.02841  7.29412
H  7.25725  -2.04361  6.32261
H  4.23569  -1.58770  6.57187
H  5.48207  -0.63022  7.34890
H  4.81858  -2.56060  3.49102
H  3.29674  -1.71097  3.20928
H  3.67051  -2.36203  4.81161
C  8.80150  -3.99274  0.83031
C  8.14712  -5.28813  1.26040
O  7.17324  -5.08603  2.29234
C  5.88820  -4.76992  2.02403
C  5.48990  -4.35231  0.62985
O  5.10270  -4.75645  2.93375
H  8.08235  -3.31035  0.37770
H  9.58650  -4.19539  0.10084
H  9.24601  -3.49343  1.69099
H  7.70658  -5.82114  0.41736
H  8.88034  -5.95430  1.71228
H  5.63966  -3.27472  0.54025
H  4.42854  -4.55315  0.51649
H  6.03719  -4.85190  -0.16491

These are the Mulliken partial charges, in e, on atoms 1 to 4: -0.737, -0.899, 0.430, -1.813

Molecular formula: C26H25BF4IN5ORuS2
Method: DFT, ωB97M-V/def2-TZVPD

The value obtained for the HOMO-LUMO gap (alpha / beta) is 5.433 / 5.433 eV. The net charge is +2. Its energy above the lowest of the compared OMol25 structures with the same formula, charge and spin is 0.0 kcal per mole.

CARTESIAN COORDINATES (ANGSTROEM)
Ru  -0.92691  0.24236  1.56400
S  -1.76522  -0.66143  -0.17373
C  -0.76134  0.01718  -1.36429
N  -1.08999  -0.26041  -2.63648
N  -0.60523  0.35824  -3.63424
C  0.08406  1.60935  -3.73375
C  -0.33415  2.70724  -2.98823
C  0.29820  3.91970  -3.18759
C  1.33053  4.02863  -4.11564
C  1.72217  2.92796  -4.86496
C  1.08718  1.70852  -4.68747
N  0.35394  0.73687  -1.02274
N  0.53840  0.90525  0.21558
C  1.70275  1.63942  0.55072
C  2.12225  1.65568  1.88105
C  3.25970  2.36201  2.22702
C  3.96743  3.05549  1.25664
C  3.54570  3.03992  -0.07229
C  2.42016  2.33458  -0.43505
H  -0.86822  -0.06958  -4.51806
H  -1.15794  2.62802  -2.29075
H  -0.02558  4.78814  -2.63049
H  1.81586  4.98302  -4.26812
H  2.51209  3.01939  -5.59729
H  1.37472  0.84516  -5.27516
H  1.57175  1.12370  2.64075
H  3.58653  2.38065  3.25716
H  4.84916  3.61793  1.53303
H  4.09869  3.59117  -0.82035
H  2.07758  2.33013  -1.45913
C  -0.33959  -4.90838  -3.19313
C  0.11128  -4.10023  -2.01278
C  -0.52209  -4.24440  -0.77373
C  -0.08412  -3.54849  0.33720
C  0.99794  -2.68019  0.20255
C  1.62970  -2.49704  -1.02060
C  1.18603  -3.21777  -2.11877
S  1.59807  -1.73999  1.55818
C  2.03248  -3.01274  2.72374
O  0.33756  -1.13705  2.26865
H  0.17142  -5.87338  -3.19742
H  -0.10442  -4.41094  -4.13267
H  -1.40970  -5.10567  -3.15560
H  -1.36299  -4.92039  -0.68195
H  -0.58481  -3.66452  1.29259
H  2.46521  -1.81216  -1.10966
H  1.69088  -3.10408  -3.07029
H  1.19298  -3.68906  2.86187
H  2.30291  -2.51933  3.65547
H  2.89525  -3.53404  2.30912
F  -0.32992  3.68272  2.81518
B  -1.18667  2.67081  2.95541
F  -2.33132  2.85243  3.61986
F  -0.51298  1.44272  3.35896
F  -1.58612  2.19069  1.49999
I  -1.49389  -2.41764  4.48287
C  -2.93388  -1.13415  3.69665
C  -4.17358  -1.22646  4.31641
C  -5.21721  -0.42751  3.89355
C  -4.99228  0.44665  2.84482
C  -3.73893  0.48890  2.28414
N  -2.69760  -0.27737  2.68934
H  -4.30498  -1.92445  5.12939
H  -6.18301  -0.48957  4.37642
H  -5.76476  1.09910  2.46540
H  -3.54114  1.17870  1.47867

These are the Mulliken partial charges, in e, on atoms 1 to 4: 1.260, -0.283, 0.674, -0.607

Molecular formula: H36O18
Method: DFT, ωB97M-V/def2-TZVPD

The value obtained for the HOMO-LUMO gap (alpha / beta) is 10.407 / 2.206 eV. The net charge is +1. Its energy above the lowest of the compared OMol25 structures with the same formula, charge and spin is 37.2 kcal per mole. Its spin multiplicity is 2.

CARTESIAN COORDINATES (ANGSTROEM)
O  0.10849  1.46900  3.00750
H  1.03838  1.63557  2.79530
H  -0.13823  0.57051  2.76440
O  -2.04849  -2.67251  -3.37177
H  -2.62832  -2.82647  -2.62885
H  -1.67904  -3.46527  -3.69992
O  2.83763  0.97196  2.72200
H  2.85732  1.88351  2.39539
H  3.44412  0.51596  2.12155
O  -3.54194  -3.88691  -0.31111
H  -4.47292  -3.75307  -0.43461
H  -2.87102  -4.27974  -0.87268
O  -0.85909  -0.26220  -3.38757
H  -1.54103  0.37209  -3.12367
H  -1.46661  -1.00164  -3.66599
O  -2.65507  2.22395  1.72526
H  -2.90821  1.78675  2.55563
H  -1.72204  2.23239  1.99179
O  2.11752  -2.21409  -3.16273
H  1.39872  -2.21595  -3.79465
H  1.95650  -1.43533  -2.59756
O  1.11797  -1.01335  -0.68701
H  1.72913  -1.05843  0.07178
H  1.18082  -1.99301  -0.73095
O  3.68243  3.01815  -0.91530
H  4.19404  3.51862  -1.54669
H  3.95005  2.13676  -0.66668
O  -1.99225  -4.21228  2.44490
H  -2.60890  -4.49619  1.77582
H  -1.29170  -4.82229  2.67104
O  -4.41976  2.69803  -0.61463
H  -4.10202  1.80099  -0.57256
H  -4.31344  3.30532  0.10868
O  -3.45243  -0.45410  -0.47648
H  -2.70795  0.08296  -0.19204
H  -4.01159  -0.73034  0.24443
O  1.99951  4.59359  1.61050
H  1.94380  5.47730  1.22932
H  1.65894  3.98038  0.93175
O  2.27927  -3.49954  0.57039
H  2.48364  -3.26529  1.48801
H  2.66952  -4.38231  0.59901
O  -1.10195  -3.62262  -0.67726
H  -1.67759  -2.84914  -0.68991
H  -0.46351  -3.50771  0.03332
O  0.61060  2.48732  0.40719
H  1.19433  2.15172  -0.27491
H  0.33045  1.79477  1.03238
O  -0.39547  4.76213  -0.47773
H  -0.32620  3.90012  -0.03087
H  -1.26946  5.14733  -0.30183
O  5.09572  0.98365  0.68501
H  4.84468  1.83473  1.03971
H  5.94260  0.58420  0.88393

These are the Mulliken partial charges, in e, on atoms 1 to 4: -0.650, 0.280, 0.320, -0.591

Molecular formula: C15H25ClCoINO2P
Method: DFT, ωB97M-V/def2-TZVPD

The value obtained for the HOMO-LUMO gap (alpha / beta) is 7.354 / 3.983 eV. The net charge is +2. Its energy above the lowest of the compared OMol25 structures with the same formula, charge and spin is 4.0 kcal per mole. Its spin multiplicity is 5.

CARTESIAN COORDINATES (ANGSTROEM)
C  -2.71894  -1.63363  -1.84611
C  -2.89587  -3.08846  -1.49967
H  -3.70185  -1.25167  -2.15652
H  -1.98807  -1.45434  -2.63516
H  -2.42016  -1.08297  -0.94368
O  -3.97186  -3.58571  -1.22598
I  -1.18156  -4.21812  -1.43722
Co  0.01845  0.59230  0.25956
P  1.05365  0.17382  -1.64051
C  1.36106  -1.37473  -2.55232
C  0.51534  1.27441  -2.99637
H  2.75307  1.77602  -0.98967
H  3.45223  0.38464  -1.90041
H  2.97424  0.18676  -0.18638
C  2.72935  0.68871  -1.13347
H  0.48893  2.30728  -2.64031
H  1.19708  1.16814  -3.84986
H  1.81515  -1.11081  -3.52123
H  0.42355  -1.92444  -2.71921
H  -0.49880  0.97351  -3.29629
H  2.04851  -2.01281  -1.98150
C  0.17688  -1.07407  0.81564
O  0.38676  -2.05516  1.41488
Cl  -0.13803  2.78776  -0.18392
C  -0.11184  4.35659  2.85677
N  1.02895  3.46080  2.50071
C  2.32780  4.15034  2.70901
C  1.00910  2.11958  3.21700
C  -0.36650  1.52274  3.23289
C  -1.08493  1.58063  4.45012
C  -2.39711  1.12523  4.51667
C  -3.00649  0.62193  3.37437
C  -2.28477  0.56515  2.15890
C  -0.94754  0.92524  2.11931
H  -0.18433  4.45410  3.94395
H  -1.04203  3.95129  2.43990
H  0.09647  5.33467  2.40867
H  0.89645  3.23737  1.47366
H  2.40180  4.43116  3.76825
H  3.14728  3.47851  2.43599
H  2.34760  5.05102  2.08454
H  1.74957  1.48301  2.71122
H  1.37308  2.31294  4.23678
H  -0.58584  1.98892  5.33421
H  -2.93553  1.17980  5.46725
H  -4.03652  0.26559  3.42088
H  -2.76625  0.20501  1.25839

These are the Mulliken partial charges, in e, on atoms 1 to 4: -0.328, 0.317, 0.396, 0.267

Question: Which formula does entry 4 have?
Answer: H36O18

Question: Which value of net charge does entry 4 give?
Answer: +1